ORCA calculation (ωB97M-V/def2-TZVPD) on a structure of composition C39H53N8Ti at a distorted geometry.

XYZ file:
```
101
Properties=species:S:1:pos:R:3
Ti 0.39 -1.37 -0.25
N 0.69 1.68 -4.41
N -0.73 3.04 -3.20
N -1.05 0.12 2.67
N 0.15 0.89 0.82
N 0.70 1.53 -2.07
N 0.12 -2.27 -3.27
N -1.63 -0.43 -1.03
N -0.85 2.38 2.42
C -1.01 -2.99 -0.17
C -4.92 -0.50 1.55
C 2.89 -3.46 -1.19
C -1.47 3.40 -2.01
C 2.61 -1.06 1.60
C -2.72 -0.44 -0.14
C 2.06 1.24 -4.58
C 2.16 -2.46 3.73
C 3.41 -0.43 -0.79
C 2.12 -3.25 1.27
C 0.25 2.06 -3.17
C -3.22 -4.07 -0.11
C -1.32 -5.38 -0.68
C -0.80 4.02 -4.26
C 3.04 0.18 2.33
C 1.07 2.35 -1.02
C -2.68 -5.29 -0.47
C 0.93 2.00 0.35
C -2.42 -2.93 0.03
C -0.52 -4.25 -0.53
C 2.34 3.91 0.93
C 2.26 -2.26 2.24
C -1.21 3.51 1.60
C -2.12 0.31 3.63
C 2.40 4.30 -0.39
C -0.21 1.30 -5.48
C -0.45 2.74 3.77
C 1.86 -4.70 1.59
C 2.66 -1.29 0.20
C -3.14 -1.67 0.39
C 0.40 -1.89 -2.21
C 2.37 -2.68 -0.01
C 1.62 2.79 1.28
C -0.53 1.12 1.91
C 1.77 3.53 -1.34
C -4.25 -1.67 1.23
C -3.38 0.73 0.20
C -4.47 0.71 1.05
C -0.67 -1.26 2.52
H -3.32 -6.15 -0.60
H 1.59 2.50 2.32
H -4.29 -3.98 0.02
H -1.24 1.58 -5.24
H -2.91 -0.41 3.42
H 1.85 3.79 -2.39
H 3.99 -3.46 -1.17
H 3.44 -0.92 -1.77
H 1.93 -1.52 4.24
H 4.44 -0.29 -0.46
H -0.06 1.87 4.30
H -4.61 -2.61 1.64
H -1.43 2.59 -1.29
H -0.67 5.02 -3.85
H -3.04 1.67 -0.23
H 0.34 3.51 3.74
H -2.02 4.05 2.10
H -2.51 3.59 -2.28
H -1.55 -1.87 2.33
H -1.77 3.98 -4.76
H 2.58 -4.51 -1.16
H 3.11 -2.82 4.13
H -1.57 3.17 0.63
H -0.02 3.84 -5.00
H 2.97 0.56 -0.93
H 2.94 5.19 -0.68
H -0.87 -6.32 -0.98
H 0.82 -4.87 1.88
H -2.55 1.30 3.55
H 0.08 1.79 -6.41
H -0.38 4.20 1.43
H -1.45 0.48 -1.42
H -1.06 4.30 -1.54
H -0.19 -1.62 3.43
H -1.75 -1.11 -1.78
H 0.03 -1.37 1.70
H 2.66 1.54 -3.72
H -1.77 0.14 4.65
H 3.89 -0.06 2.97
H 3.34 0.96 1.63
H 2.46 1.72 -5.48
H -0.16 0.22 -5.62
H 2.49 -4.99 2.44
H -1.29 3.15 4.33
H 2.25 0.57 2.98
H 0.53 -4.37 -0.73
H 1.39 -3.19 3.98
H 2.13 0.16 -4.69
H 2.57 -3.05 -2.15
H -5.78 -0.53 2.21
H -4.98 1.63 1.30
H 2.09 -5.35 0.76
H 2.85 4.48 1.70
```

## Properties
**Energy relative to the best compared isomer or geometry (same formula, charge and spin)**: 51.8 kcal/mol
**Frontier orbital gap (alpha / beta)**: 7.03 / 7.37 eV
**Spin multiplicity**: 2

---

ORCA calculation (ωB97M-V/def2-TZVPD) on a structure of composition C39H53OP2PtSi.

XYZ file:
```
97
Properties=species:S:1:pos:R:3
Pt 0.35 0.48 -0.95
P -1.37 1.90 -0.64
P -1.00 -1.25 -1.35
Si 3.29 0.49 -0.72
O -0.22 -0.46 2.32
C -1.95 2.60 -2.17
C 0.06 -2.67 -1.13
C 1.09 -4.28 0.35
C -1.71 -1.26 -2.99
C 0.36 -3.11 0.17
C 0.62 0.15 4.47
C 3.97 -0.92 0.27
C -1.24 -1.57 4.16
C 2.98 0.51 -2.56
C -1.04 3.30 -2.97
C -2.62 -2.27 -3.29
C 3.04 -1.03 1.50
C -1.97 -0.36 -5.21
C -3.27 2.45 -2.59
C 4.00 -2.25 -0.48
C 0.53 -3.39 -2.24
C 4.57 0.71 -2.56
C 3.31 2.14 0.10
C -3.30 -0.17 -0.23
C -3.68 3.00 -3.79
C -3.20 -2.33 -4.54
C -0.88 4.52 0.12
C -0.28 -0.61 3.54
C 0.42 5.09 2.06
C -2.78 3.68 -4.59
C -1.45 3.84 -4.18
C -2.32 -1.33 -0.13
C 1.54 -4.99 -0.76
C 5.39 -0.52 0.75
C 1.26 -4.54 -2.05
C 0.14 2.78 1.47
C 2.36 1.76 -3.18
C -0.63 3.17 0.37
C -0.36 5.48 0.97
C -2.87 -1.37 -5.50
C -2.74 1.16 0.27
C 0.67 3.75 2.31
C 2.61 -0.75 -3.32
C -1.39 -0.30 -3.95
H 3.01 -0.10 2.08
H -1.72 0.38 -5.96
H 2.10 -5.91 -0.61
H -4.16 -0.41 0.40
H 4.35 -3.03 0.21
H -3.52 1.93 0.31
H -0.70 0.50 -3.71
H -4.71 2.89 -4.11
H -0.02 3.45 -2.64
H 1.26 3.46 3.17
H 4.34 2.52 0.04
H -1.85 -1.37 0.85
H 6.11 -0.42 -0.06
H 3.07 2.04 1.16
H 5.75 -1.32 1.41
H 1.30 -4.64 1.35
H 2.58 2.67 -2.62
H -2.87 -3.03 -2.55
H -3.69 -0.09 -1.24
H 1.29 1.66 -3.28
H -1.80 -2.13 3.41
H 0.29 1.73 1.68
H 1.22 0.87 3.93
H 0.83 5.85 2.72
H 0.03 0.65 5.24
H 1.60 -5.11 -2.90
H 2.90 -0.62 -4.37
H -2.83 -2.28 -0.31
H 1.53 -0.91 -3.30
H 3.02 -2.55 -0.85
H 2.02 -1.30 1.22
H 4.89 1.71 -2.27
H -3.10 4.11 -5.53
H -3.32 -1.42 -6.48
H -0.71 -2.27 4.82
H 5.15 -0.05 -2.02
H 3.10 -1.64 -2.94
H 2.77 1.90 -4.19
H 2.65 2.88 -0.35
H 5.39 0.40 1.33
H 4.84 0.56 -3.61
H 0.28 -3.06 -3.24
H -3.90 -3.12 -4.78
H -1.49 4.83 -0.72
H 0.00 -2.56 1.03
H -0.56 6.53 0.80
H -0.76 4.40 -4.79
H 1.28 -0.55 4.99
H 3.44 -1.81 2.15
H -1.94 -1.03 4.81
H -2.36 1.05 1.29
H 4.70 -2.25 -1.32
H -3.99 1.93 -1.97
```

## Properties
**Energy relative to the best compared isomer or geometry (same formula, charge and spin)**: 0.0 kcal/mol
**Frontier orbital gap**: 6.73 eV
**Net charge**: +3

---

Q: Among the records above, which one has the lowest energy relative to the best compared isomer or geometry (same formula, charge and spin)?
A: C39H53OP2PtSi